# 1
{"formula": "H24O12", "method": "ωB97M-V/def2-TZVPD", "elements": ["O", "H", "H", "O", "H", "H", "O", "H", "H", "O", "H", "H", "O", "H", "H", "O", "H", "H", "O", "H", "H", "O", "H", "H", "O", "H", "H", "O", "H", "H", "O", "H", "H", "O", "H", "H"], "coordinates": [[-1.064870, -3.453313, -1.674259], [-0.752359, -3.829461, -2.491928], [-0.685810, -2.574221, -1.673690], [0.781227, -2.985722, 0.748756], [1.271211, -3.540946, 1.342146], [-0.058070, -3.457145, 0.690841], [-0.567885, 0.424485, 3.365203], [-0.089569, 0.562138, 2.560737], [-1.185226, -0.288128, 3.135391], [-1.608321, -1.794981, 2.452809], [-0.989392, -1.560070, 1.752971], [-1.024363, -2.263478, 3.045741], [3.186343, -2.062429, -0.178196], [2.412712, -2.014695, 0.366717], [3.627511, -2.900492, 0.082447], [0.795087, 1.533277, -2.770343], [0.976791, 1.768876, -1.854330], [1.616385, 1.790129, -3.163614], [-0.539117, 3.739385, -0.729337], [-0.855325, 4.398661, -1.395728], [-0.925646, 4.078987, 0.035165], [-1.886777, 1.795952, -1.835061], [-1.251092, 1.160684, -2.239369], [-1.423477, 2.398879, -1.187349], [1.754049, 1.869076, -0.154602], [2.575053, 1.322420, 0.118557], [1.619973, 2.428042, 0.625153], [0.447147, -1.143955, -1.577578], [1.377365, -1.117589, -1.435282], [0.334916, -0.313268, -2.021753], [-2.457704, 2.097790, 1.585782], [-1.876395, 1.419042, 1.319190], [-2.931993, 1.718502, 2.373144], [-0.517349, 0.300971, 0.532590], [0.040483, 0.950383, 0.131886], [-0.125512, -0.457782, 0.117189]], "forces_ev_per_a": [[-0.4, -0.4, 0.4], [0.1, -0.3, -0.4], [0.3, 0.5, 0.0], [-0.5, 0.2, 0.2], [0.5, -0.4, 0.6], [-0.3, 0.1, -0.6], [-0.1, 0.2, 1.3], [0.3, 0.2, -0.8], [0.0, 0.2, 0.1], [-0.2, -0.4, -0.4], [-0.2, 0.1, -0.4], [0.1, -0.4, 0.6], [1.4, -0.5, -0.2], [-0.8, -0.1, 0.4], [-0.5, 0.9, -0.4], [-0.3, -0.4, 0.3], [-0.2, 0.3, 0.4], [0.7, 0.1, -0.9], [0.8, 0.8, -2.4], [0.5, -1.0, 0.4], [-1.1, 0.6, 2.6], [0.3, -0.4, 0.1], [-0.7, 1.2, 0.6], [-0.4, -1.2, -1.2], [2.3, -1.2, 1.2], [-1.9, 1.2, -0.8], [-0.2, 0.2, -0.3], [-0.6, -0.3, 0.2], [1.5, -0.7, 0.3], [-0.5, 1.0, -0.9], [-2.0, 1.1, 1.7], [1.0, -1.5, -0.6], [0.9, 0.7, -1.2], [-0.4, -0.1, 0.9], [0.5, 1.2, -0.2], [-0.1, -1.2, -0.6]], "mulliken_charge": [-0.639, 0.287, 0.376, -0.605, 0.254, 0.298, -0.715, 0.319, 0.428, -0.709, 0.341, 0.319, -0.647, 0.349, 0.298, -0.618, 0.311, 0.274, -0.603, 0.294, 0.297, -0.656, 0.335, 0.400, -0.674, 0.308, 0.294, -0.589, 0.268, 0.269, -0.621, 0.440, 0.326, -0.431, 0.195, 0.226], "homo_energy_ev": -9.94, "charge": 0, "smiles": "O.O.O.O.O.O.O.O.O.O.O.O", "homo_lumo_gap_ev": 9.691}

# 2
{"formula": "C8H5Cl3F6IrN2O9S2", "method": "ωB97M-V/def2-TZVPD", "elements": ["Ir", "O", "C", "O", "C", "O", "C", "C", "O", "O", "H", "H", "H", "H", "H", "F", "C", "F", "F", "S", "O", "O", "N", "S", "O", "O", "C", "F", "F", "F", "Cl", "C", "Cl", "Cl", "C", "N"], "coordinates": [[0.986059, -0.372020, 0.352222], [1.311991, 1.014490, -4.011845], [0.578592, 0.784162, -2.844735], [1.126909, 0.843223, -1.733085], [-0.882944, 0.590138, -3.335507], [-1.877535, 0.569984, -2.252443], [-2.462165, -0.701229, -1.959876], [-1.553070, -1.559922, -1.041148], [-2.040201, -2.451647, -0.325456], [-0.274368, -1.243074, -1.050838], [2.293004, 0.999548, -3.892236], [-0.817114, -0.270485, -3.996460], [-1.157493, 1.364556, -4.078130], [-2.618691, -1.448518, -2.795673], [-3.353905, -0.498729, -1.379363], [-3.005997, 2.102661, 1.278227], [-1.995410, 3.072851, 1.366119], [-2.178061, 3.943109, 0.355719], [-2.212731, 3.782951, 2.505316], [-0.184611, 2.398240, 1.379635], [-0.300781, 1.222828, 0.420833], [0.702760, 3.446436, 0.918594], [0.218784, 2.017098, 2.864497], [0.579189, 0.599177, 3.420067], [1.145113, 0.795322, 4.805342], [1.477457, -0.115491, 2.457276], [-1.194304, -0.326694, 3.531424], [-1.130416, -1.638484, 3.780457], [-1.852483, 0.268135, 4.523499], [-1.872322, -0.177950, 2.364468], [5.807791, -2.926835, -0.256654], [4.100194, -3.376233, -0.365313], [3.647454, -4.277281, -1.914888], [3.545653, -4.602923, 1.005057], [3.191067, -2.264075, -0.187108], [2.252568, -1.563306, 0.092001]], "forces_ev_per_a": [[-5.7, 4.2, -1.6], [-0.5, -0.7, 1.8], [1.8, 1.3, -0.9], [-0.7, -0.3, -2.3], [-0.4, 0.4, 1.5], [1.1, -0.9, -2.1], [1.6, -0.8, 0.1], [-2.6, -1.7, 2.3], [1.5, 2.1, -1.9], [0.7, -0.2, 0.7], [-1.0, 0.2, 0.4], [-0.4, -0.7, 0.4], [0.4, 0.2, 0.8], [-0.3, 1.4, 0.3], [-0.3, -0.2, -0.2], [2.6, 1.5, 0.1], [-2.8, 0.9, 0.6], [0.8, -1.4, 0.7], [0.7, -1.3, -1.1], [1.3, 1.1, -0.6], [-0.5, 1.2, 1.7], [-1.8, -1.2, 0.4], [-1.2, 0.0, -1.1], [0.9, 1.1, 5.0], [-2.1, -1.3, -4.6], [-0.8, -0.4, 0.5], [-0.4, -0.5, 0.2], [0.6, 1.0, -0.2], [0.7, -0.2, -0.9], [1.0, 0.2, 1.0], [-1.2, -0.3, -0.1], [0.0, -2.7, 0.2], [0.5, 1.3, 1.2], [0.9, 1.5, -1.2], [-4.5, 2.7, 1.3], [10.2, -7.8, -2.4]], "mulliken_charge": [1.393, -0.471, 0.620, -0.697, -0.519, -0.367, -0.319, 0.383, -0.577, -0.504, 0.375, 0.379, 0.466, 0.303, 0.368, -0.179, 0.678, -0.182, -0.197, 1.173, -0.498, -0.611, -0.510, 1.030, -0.573, -0.599, 0.674, -0.202, -0.184, -0.133, -0.013, 0.616, -0.037, -0.056, 0.409, -0.438], "multiplicity": 5, "homo_energy_ev": [-12.69, -13.36], "charge": 1, "homo_lumo_gap_ev": [7.653, 5.485]}

# 3
{"formula": "C5H8O", "method": "ωB97M-V/def2-TZVPD", "elements": ["C", "C", "C", "C", "C", "O", "H", "H", "H", "H", "H", "H", "H", "H"], "coordinates": [[-1.024005, -2.291017, 0.430314], [-1.205069, -0.882016, 0.064013], [-0.833315, 0.139651, -0.461160], [0.215689, 0.985820, -1.043616], [1.074821, 1.664078, 0.057451], [1.035962, 1.004020, 1.299651], [-0.068971, -2.344556, 0.970575], [-1.814736, -2.735625, 1.032689], [-0.894518, -2.866766, -0.494996], [0.827929, 0.258030, -1.592908], [-0.142886, 1.723866, -1.766860], [2.129496, 1.654390, -0.244239], [0.767137, 2.716340, 0.146090], [0.107577, 0.893648, 1.555878]], "forces_ev_per_a": [[-0.1, -0.1, 0.1], [0.5, 0.3, -0.4], [0.0, -0.6, 0.1], [0.0, 0.1, -0.1], [0.1, 0.3, -0.2], [-0.1, 0.1, 0.1], [-0.3, -0.1, 0.0], [0.0, 0.0, 0.0], [-0.2, 0.0, 0.2], [0.0, 0.3, 0.0], [0.0, 0.0, 0.2], [-0.3, 0.1, 0.0], [0.0, -0.2, 0.1], [0.2, -0.1, -0.1]], "mulliken_charge": [-0.920, 0.415, -0.461, -0.256, -0.430, -0.501, 0.249, 0.307, 0.256, 0.196, 0.305, 0.272, 0.260, 0.308], "homo_energy_ev": -9.50, "charge": 0, "smiles": "CC#CCCO", "homo_lumo_gap_ev": 10.490}

Number 1: E -917.24865 a.u.. Number 2: E -3974.40636 a.u.. Number 3: E -270.46069 a.u..